1.
25
Properties=species:S:1:pos:R:3 method="wB97M-V/def2-TZVPD" homo_lumo_gap_ha=0.2383 relative_energy_kcal_mol=243.4 total_charge=0 homo_energy_ev=-7.6 energy_ev=-15119.075 molar_mass_g_mol=167.21 multiplicity=1
C -0.5704 -0.3841 -0.2176
C 0.1349 1.1856 1.3605
H 0.0682 -2.1876 0.6685
H 2.0886 -0.2162 -1.1635
H 2.5654 0.9689 0.0530
H 2.0746 -0.6506 0.5519
C -3.0510 -1.7543 -0.0476
C 0.4320 0.6430 -0.0617
H 0.7770 2.0438 1.5426
H -0.0336 -2.1685 -1.0684
H 0.8032 2.6265 -0.8423
N -3.7445 0.7625 -0.0352
H -0.9009 1.5047 1.4274
C -0.5509 -1.8170 -0.1620
H 0.3631 1.4427 -2.0766
C -1.9017 -2.4728 -0.0971
O -3.2103 1.8533 -0.2006
H -0.8751 2.0908 -0.9961
H -3.9971 -2.2853 -0.0449
C 0.1635 1.7790 -1.0631
C 1.8817 0.1506 -0.1593
O -4.9641 0.5638 0.1854
C -3.1123 -0.3876 -0.0121
H 0.3294 0.4297 2.1178
H -1.9267 -3.5495 -0.1273


2.
13
Properties=species:S:1:pos:R:3 method="wB97M-V/def2-TZVPD" homo_lumo_gap_ha=0.3243 relative_energy_kcal_mol=124.1 total_charge=+2 homo_energy_ev=-20.6 energy_ev=-9246.013 molar_mass_g_mol=98.10 multiplicity=1
C -1.8754 -1.6491 -0.0063
H -2.5569 -1.2001 -0.7616
H -2.0788 -2.7199 0.0283
O 3.9924 -1.0286 -0.4573
H -2.3254 -1.3587 0.8471
N 2.8958 -0.8405 -0.2118
H 1.0803 1.9875 0.0533
H 2.9139 2.0321 -0.0984
H 2.4800 1.5908 1.6583
C -0.6046 -1.2043 -0.0058
C 2.0575 1.6555 0.5583
N 0.5046 -0.8013 0.0360
C 1.7909 -0.4335 0.0493


3.
52
Properties=species:S:1:pos:R:3 method="wB97M-V/def2-TZVPD" homo_lumo_gap_ha=0.3227 relative_energy_kcal_mol=33.2 total_charge=0 homo_energy_ev=-8.7 smiles="CCn1cc(C(=O)OCC(=O)N(C)Cc2ccccc2)c(=O)c2ccc(C)nc21" energy_ev=-35849.115 molar_mass_g_mol=393.44 multiplicity=1
H -2.2632 -2.4374 0.4280
C 1.3093 -0.9898 -0.0441
H 3.5479 2.2284 1.1599
H -0.6727 -0.1106 2.4277
H 3.1784 5.1391 -2.7572
C -3.7419 0.4639 -0.4734
H -2.8079 -1.1200 -1.5737
N -1.3098 -2.0002 3.0782
O -1.4664 -4.2328 2.8340
N 1.3211 0.1164 -2.1706
H 0.9303 -4.3082 2.2595
H 4.6098 4.2167 -3.2040
H -1.0241 -0.2589 4.1579
H -3.9783 1.0472 -1.3519
C 0.8141 -2.1867 0.6676
C 3.2449 2.2128 0.1234
H 4.2066 4.0424 -0.4460
C -3.0823 -0.7481 -0.5968
H 1.2368 -3.2570 3.6742
C 0.7355 -3.3272 2.7062
C -2.7541 -1.8417 3.0051
C -3.1336 -1.0345 1.7905
H 0.4671 -0.9417 3.4882
C 3.5284 4.1637 -3.0903
C -3.7949 0.1798 1.9078
C 2.0825 1.1453 -1.6673
C -0.7867 -3.2258 2.8716
H 1.5958 0.6921 -4.1304
O 2.3195 0.1275 1.8080
N 2.4277 2.1113 -2.5169
C -2.7821 -1.4958 0.5267
C 2.4637 1.1400 -0.3168
H 0.7113 -0.8420 -3.9035
O 1.2947 -2.2991 1.9044
C 0.9708 -0.8936 -1.3625
H -0.3355 1.9648 -3.2761
O 0.0394 -2.9754 0.1736
H -3.1110 -1.3552 3.9190
H -1.2272 0.4701 -2.9689
C -4.1020 0.9239 0.7812
C 3.1687 3.1160 -2.0877
H 0.3816 -1.6886 -1.8013
C -0.4814 0.9397 -3.6065
C 3.6028 3.2053 -0.7596
H -4.0746 0.5459 2.8859
H 3.0783 3.9273 -4.0497
C 2.0582 0.0733 0.6177
H -3.1787 -2.8476 2.9436
C 0.8383 0.1783 -3.5365
H -0.8487 0.9509 -4.6286
H -4.6196 1.8666 0.8841
C -0.5867 -0.7705 3.2964


4.
75
Properties=species:S:1:pos:R:3 method="wB97M-V/def2-TZVPD" homo_lumo_gap_ha="0.2395 / 0.1637" relative_energy_kcal_mol=0.0 total_charge=+3 homo_energy_ev="-16.8 / -16.7" energy_ev=-55916.871 molar_mass_g_mol=659.78 multiplicity=1
H -1.5821 -4.1656 1.5345
H 3.5028 -1.1486 -1.4497
H -0.9009 2.7391 -2.1508
C -2.2633 3.8272 -0.8843
C -2.5576 0.1186 2.4945
H -2.8586 4.0793 -1.7726
H -2.2728 4.7114 -0.2294
H -0.3109 -5.3300 -2.0205
C 1.8264 -0.6024 6.3435
C 0.7711 5.0740 1.2012
C 0.2904 1.0564 4.5867
C 1.0011 0.4214 6.8428
H 1.6759 5.0905 0.5819
H -0.3118 2.0877 6.3949
H 3.0112 -1.3951 0.2445
H 2.2816 -3.3486 -1.1607
H -2.7340 -2.9873 -0.3305
H 0.0199 5.7421 0.7584
H -0.7430 5.0768 -2.7675
H -0.3235 -4.5746 2.7130
C 2.6259 -1.2471 -0.7788
Pb -0.2882 -0.0957 0.8308
H 1.0375 5.5078 2.1769
C 2.6095 1.2117 -0.3604
C 1.8573 -0.7506 4.9623
C 0.2731 1.2652 5.9755
H 0.8691 4.5463 -2.2651
C -0.4209 -4.3796 -2.5508
H 1.4261 -3.5553 1.3062
H 3.1532 -2.4025 4.4616
H -2.7596 2.9888 -0.3774
O -3.4800 0.3246 3.1662
H 1.5120 -2.2547 -2.3308
C -0.8384 3.4889 -1.3405
H 2.8170 1.0990 0.7171
H 1.6310 0.1693 -1.7851
C 1.7372 -2.3966 -1.2606
C 0.2094 3.6713 1.4530
H 2.4034 -1.2727 6.9774
H 2.4213 -2.1196 2.0434
H -0.9517 4.1195 3.2059
C 1.0707 0.0152 4.1054
C 2.0545 -1.5341 2.8924
H -1.1279 -4.5558 -3.3698
H 1.7459 2.6040 -1.7669
H 2.3657 3.3633 -0.2863
N 2.4729 -1.7110 4.1556
H -2.4196 -0.3231 1.3823
C -1.0045 -3.2825 -1.6601
C -0.6074 -3.8556 1.9340
C 1.8110 2.4904 -0.6695
H -0.2577 1.6676 3.8566
C 0.4722 -3.8721 0.8531
H -2.1601 -4.6811 -0.4332
N 1.1820 -0.5216 2.8106
H 0.9304 0.5979 7.9197
N 1.8513 0.0214 -0.8154
P 0.0939 2.5588 -0.0353
H -1.8018 4.4919 1.6958
H -3.0418 -3.9542 -1.7835
H -0.2413 -5.7490 -0.0374
H -1.6694 2.7975 2.2542
H -0.7255 -2.8751 2.4160
C 0.6857 -5.2868 0.3200
C -2.3047 -3.7476 -0.9967
C -0.1500 4.7326 -1.9092
H -1.2287 -2.4156 -2.3070
C -1.1380 3.7602 2.1824
H 0.9265 3.1316 2.0994
P 0.1328 -2.5526 -0.4067
H -0.1282 5.5569 -1.1875
H 3.5839 1.2511 -0.8864
H 1.0376 -5.9087 1.1540
H 1.4469 -5.3522 -0.4642
H 0.5425 -4.1175 -2.9972


5.
82
Properties=species:S:1:pos:R:3 method="wB97M-V/def2-TZVPD" homo_lumo_gap_ha=0.1875 total_charge=+1 homo_energy_ev=-10.4 energy_ev=-58556.400 molar_mass_g_mol=546.59 multiplicity=1
H -2.7727 -5.9820 -3.4354
C -1.2260 8.6478 1.9707
H -1.6045 -0.1028 3.3666
H 0.6507 9.7240 2.0775
O -2.0227 1.6297 1.1879
C -2.7794 -1.8611 -2.5521
H -2.6492 7.0179 3.5999
H -1.1950 -5.1800 -3.3989
C 1.3182 1.7448 2.4860
H 1.6493 -5.9610 -6.4036
O -0.3201 1.4311 -0.2485
C 0.1906 0.1241 4.5999
H 2.4071 -9.7370 -5.3005
C 2.1986 0.3555 6.0154
H -3.8257 -4.0218 -2.2997
H 3.2709 -1.0390 4.1576
O 0.4236 -0.0550 -2.1982
H 0.8345 -6.5153 -4.9275
H 0.2834 -10.4249 -4.3496
H -0.8473 -7.7501 -6.4900
P 0.2130 -0.1185 -0.7275
H -0.8222 4.0965 1.1634
C -1.7199 7.4709 3.9601
C 1.7134 -6.6540 -5.5639
O -0.7350 10.5519 3.3953
C -0.6005 0.3678 3.4191
O -2.0247 -2.9843 -2.1211
H 4.0613 -1.8133 5.6051
N 1.4569 0.6779 4.7429
O 1.7779 -7.9708 -6.0840
H 1.8339 -0.6539 6.3724
H 0.1919 4.1728 2.7360
C 3.9660 -0.8555 5.0224
H 2.4243 1.8810 0.6260
H 3.0317 1.8376 3.9449
H -0.6946 10.6283 1.3662
H -0.8050 -1.0595 -0.3979
C -1.5425 -3.7176 -5.2858
H -2.2979 8.8444 2.0663
H 4.9766 -0.6361 4.5983
C 0.2732 10.3557 4.3747
H -2.1007 -7.3466 -5.3022
O -2.6399 -4.3708 -4.6640
C -1.4771 -8.1520 -5.6925
C -0.0247 1.1868 2.3314
C 2.1088 2.5902 1.4466
H 0.0371 -9.9956 -6.0491
H 1.1716 10.9210 4.1068
C -0.4225 9.9233 2.1580
H 1.9491 1.1076 6.8017
C -0.8513 1.4282 1.0426
H 1.9120 -8.5478 -4.0856
H -1.2657 6.7986 4.6894
H -2.1292 -8.9349 -6.0928
C -2.7488 -4.2071 -2.2445
H 0.5219 9.2976 4.4903
H 0.1980 5.5175 1.5025
C 0.1496 4.4012 1.6446
O -0.7006 -8.6675 -4.6214
H -0.8355 -4.4587 -5.6732
H -2.5517 -4.7858 -1.3365
C 0.2868 -9.5939 -5.0624
H -3.5909 -1.6617 -1.8438
F 3.2964 3.1080 2.0082
H 2.6219 -6.4295 -4.9954
H -1.0421 8.2617 0.9628
H -3.1907 -2.0088 -3.5532
H -2.1150 -0.9953 -2.5737
H 1.0021 3.4633 -0.2564
H -1.0307 -3.0431 -4.5946
H -1.9265 -3.1335 -6.1224
C 1.3146 3.7739 0.7755
H -1.9380 8.4227 4.4504
C 2.0068 1.4403 3.7535
H 1.3977 -0.5244 -0.0439
C 1.6686 -8.9633 -5.0686
C -2.2750 -5.0072 -3.4451
O 3.5860 0.2727 5.8310
H 2.0694 4.5968 0.6120
H -0.1025 10.7315 5.3267
O -0.8087 7.6344 2.8842
H -0.1928 -0.5160 5.4324


6.
19
Properties=species:S:1:pos:R:3 method="wB97M-V/def2-TZVPD" homo_lumo_gap_ha=0.3149 total_charge=+1 homo_energy_ev=-12.9 smiles="N=P(O)(O)N/C(N)=[NH+]/[PH2]=S" energy_ev=-40646.910 molar_mass_g_mol=203.12 multiplicity=1
S -3.7163 -2.1061 -0.1594
O 2.4225 0.9838 -0.9052
H 0.8220 2.5752 1.5918
H 0.0002 -2.3524 -1.3971
H 2.8116 0.2263 2.2696
O 3.0003 0.6189 1.4109
P -2.9528 -0.3801 -0.2494
H -1.1218 0.3433 1.2142
H -3.4743 0.6095 0.5907
C -0.2406 -0.7705 -0.1528
N 0.9754 -0.6670 0.4843
N -0.4277 -1.4316 -1.3671
H 1.6099 -1.3234 0.0292
H -0.0560 -0.8882 -2.1429
P 1.7382 0.9058 0.5204
N 0.6717 1.9585 0.8045
N -1.2848 -0.2172 0.3808
H -2.7650 0.2560 -1.4805
H 1.9876 1.6591 -1.4421


What did the fifth record say?
82
Properties=species:S:1:pos:R:3 method="wB97M-V/def2-TZVPD" homo_lumo_gap_ha=0.1875 total_charge=+1 homo_energy_ev=-10.4 energy_ev=-58556.400 molar_mass_g_mol=546.59 multiplicity=1
H -2.7727 -5.9820 -3.4354
C -1.2260 8.6478 1.9707
H -1.6045 -0.1028 3.3666
H 0.6507 9.7240 2.0775
O -2.0227 1.6297 1.1879
C -2.7794 -1.8611 -2.5521
H -2.6492 7.0179 3.5999
H -1.1950 -5.1800 -3.3989
C 1.3182 1.7448 2.4860
H 1.6493 -5.9610 -6.4036
O -0.3201 1.4311 -0.2485
C 0.1906 0.1241 4.5999
H 2.4071 -9.7370 -5.3005
C 2.1986 0.3555 6.0154
H -3.8257 -4.0218 -2.2997
H 3.2709 -1.0390 4.1576
O 0.4236 -0.0550 -2.1982
H 0.8345 -6.5153 -4.9275
H 0.2834 -10.4249 -4.3496
H -0.8473 -7.7501 -6.4900
P 0.2130 -0.1185 -0.7275
H -0.8222 4.0965 1.1634
C -1.7199 7.4709 3.9601
C 1.7134 -6.6540 -5.5639
O -0.7350 10.5519 3.3953
C -0.6005 0.3678 3.4191
O -2.0247 -2.9843 -2.1211
H 4.0613 -1.8133 5.6051
N 1.4569 0.6779 4.7429
O 1.7779 -7.9708 -6.0840
H 1.8339 -0.6539 6.3724
H 0.1919 4.1728 2.7360
C 3.9660 -0.8555 5.0224
H 2.4243 1.8810 0.6260
H 3.0317 1.8376 3.9449
H -0.6946 10.6283 1.3662
H -0.8050 -1.0595 -0.3979
C -1.5425 -3.7176 -5.2858
H -2.2979 8.8444 2.0663
H 4.9766 -0.6361 4.5983
C 0.2732 10.3557 4.3747
H -2.1007 -7.3466 -5.3022
O -2.6399 -4.3708 -4.6640
C -1.4771 -8.1520 -5.6925
C -0.0247 1.1868 2.3314
C 2.1088 2.5902 1.4466
H 0.0371 -9.9956 -6.0491
H 1.1716 10.9210 4.1068
C -0.4225 9.9233 2.1580
H 1.9491 1.1076 6.8017
C -0.8513 1.4282 1.0426
H 1.9120 -8.5478 -4.0856
H -1.2657 6.7986 4.6894
H -2.1292 -8.9349 -6.0928
C -2.7488 -4.2071 -2.2445
H 0.5219 9.2976 4.4903
H 0.1980 5.5175 1.5025
C 0.1496 4.4012 1.6446
O -0.7006 -8.6675 -4.6214
H -0.8355 -4.4587 -5.6732
H -2.5517 -4.7858 -1.3365
C 0.2868 -9.5939 -5.0624
H -3.5909 -1.6617 -1.8438
F 3.2964 3.1080 2.0082
H 2.6219 -6.4295 -4.9954
H -1.0421 8.2617 0.9628
H -3.1907 -2.0088 -3.5532
H -2.1150 -0.9953 -2.5737
H 1.0021 3.4633 -0.2564
H -1.0307 -3.0431 -4.5946
H -1.9265 -3.1335 -6.1224
C 1.3146 3.7739 0.7755
H -1.9380 8.4227 4.4504
C 2.0068 1.4403 3.7535
H 1.3977 -0.5244 -0.0439
C 1.6686 -8.9633 -5.0686
C -2.2750 -5.0072 -3.4451
O 3.5860 0.2727 5.8310
H 2.0694 4.5968 0.6120
H -0.1025 10.7315 5.3267
O -0.8087 7.6344 2.8842
H -0.1928 -0.5160 5.4324